{"formula": "C33H41F6N3O9PS2", "method": "ωB97M-V/def2-TZVPD", "elements": ["S", "S", "P", "F", "F", "F", "F", "F", "F", "O", "O", "O", "O", "O", "O", "O", "O", "O", "N", "N", "N", "C", "C", "C", "C", "C", "C", "C", "C", "C", "C", "C", "C", "C", "C", "C", "C", "C", "C", "C", "C", "C", "C", "C", "C", "C", "C", "C", "C", "C", "C", "C", "C", "C", "H", "H", "H", "H", "H", "H", "H", "H", "H", "H", "H", "H", "H", "H", "H", "H", "H", "H", "H", "H", "H", "H", "H", "H", "H", "H", "H", "H", "H", "H", "H", "H", "H", "H", "H", "H", "H", "H", "H", "H", "H"], "xyz": [[-2.688, 4.003, -2.517], [3.638, 0.180, -3.061], [1.527, 2.895, 0.846], [5.415, -1.211, -4.562], [1.688, -6.567, 1.288], [-3.667, -1.977, -0.388], [3.192, -1.339, -5.419], [3.282, 2.686, 5.245], [4.563, 0.736, -5.645], [3.909, -0.817, -1.907], [-0.866, -3.546, 1.832], [1.707, 4.162, -0.355], [3.000, 1.940, 1.047], [1.261, 3.584, 2.280], [-0.844, 6.068, -1.742], [4.529, 1.446, -2.759], [0.190, -1.238, -0.889], [1.630, 1.192, -1.562], [-0.936, 6.030, 0.609], [-1.822, 5.009, 0.272], [-0.568, -0.329, -2.981], [0.144, 1.625, 0.412], [4.412, -7.021, -1.762], [1.793, 4.515, 5.230], [-1.498, 0.601, -3.739], [-4.008, 1.501, -2.998], [-1.778, 5.033, -1.244], [0.204, 1.343, -1.233], [3.622, -5.870, -1.700], [3.010, 3.919, 7.237], [2.699, 3.699, 5.899], [-5.803, -2.432, 2.508], [0.105, -3.221, 0.734], [-0.543, -0.097, -1.476], [2.695, -5.720, -0.669], [-6.993, -1.176, 0.815], [2.408, 4.978, 7.916], [-3.404, 2.433, -1.789], [-4.737, -1.909, 0.415], [-3.058, 0.211, -3.386], [-4.690, -2.507, 1.670], [-0.717, -2.273, -0.372], [0.847, -0.383, -3.514], [-6.954, -1.769, 2.078], [1.365, -2.441, 1.444], [4.281, -8.016, -0.792], [1.845, 0.795, -2.963], [2.575, -6.715, 0.295], [3.362, -7.860, 0.245], [-0.298, 6.763, -0.552], [4.146, -0.416, -4.762], [1.182, 5.567, 5.912], [-5.877, -1.241, -0.019], [1.493, 5.799, 7.254], [2.651, 5.163, 8.959], [-7.823, -1.715, 2.730], [0.898, -1.551, 2.071], [-7.892, -0.664, 0.480], [-1.603, -0.044, -0.983], [-1.253, 1.740, -3.625], [3.728, -5.095, -2.454], [3.254, -8.620, 1.012], [-1.644, -1.850, 0.235], [-4.296, 2.164, -3.922], [1.901, -3.216, 2.158], [-0.969, -1.307, -3.110], [-3.790, -3.025, 1.984], [-0.922, 1.930, 0.788], [-3.106, -0.574, -2.491], [-1.351, 0.335, -4.893], [5.132, -7.140, -2.569], [3.234, 1.968, 2.030], [3.716, 3.266, 7.738], [-0.322, 2.266, -1.725], [0.457, 0.611, 0.943], [2.067, -4.837, -0.609], [-2.548, 1.912, -1.168], [1.571, 4.325, 4.185], [-1.044, -2.649, 2.276], [-3.573, -0.328, -4.317], [-5.887, -0.779, -1.000], [-5.024, 1.037, -2.580], [0.402, -4.235, 0.209], [0.475, 7.666, -0.564], [0.772, -0.233, -4.693], [-1.197, -2.958, -1.223], [-5.774, -2.890, 3.494], [0.467, 6.205, 5.400], [4.895, -8.912, -0.845], [2.407, 3.883, -1.046], [2.174, -2.052, 0.692], [-4.294, 2.666, -1.037], [1.355, -1.444, -3.351], [1.767, 1.735, -3.692], [1.019, 6.622, 7.785]], "atomic_forces_ev_per_a": [[0.754, 0.775, 0.655], [5.298, 3.171, 8.334], [1.278, 2.757, 5.906], [-4.780, 2.904, -0.531], [-0.175, 0.090, 0.148], [0.533, 0.035, -0.646], [2.888, 3.441, 2.047], [0.212, -0.377, -0.250], [-2.182, -4.331, 3.123], [-1.980, 2.054, -5.134], [0.962, 2.175, -1.199], [1.177, -3.976, 0.528], [-2.708, 1.743, -0.072], [0.546, -2.798, -5.992], [-1.310, -1.163, 3.311], [-3.835, -4.327, -2.529], [-2.196, 1.744, -0.904], [-0.758, -0.545, -2.172], [1.889, 2.327, -3.631], [2.514, 2.681, -6.995], [-0.397, -1.053, 0.120], [0.771, -1.253, -1.245], [-0.047, 0.082, -0.016], [0.010, -0.072, -0.129], [-1.634, 0.249, -2.274], [-0.345, -0.404, 0.574], [1.696, 1.485, 3.945], [-0.613, -0.822, 2.131], [0.039, -0.416, 0.235], [0.076, -0.114, -0.058], [-0.659, 1.133, 0.711], [-0.157, 0.250, -0.388], [-0.098, 0.414, 0.178], [0.552, 0.367, 2.086], [-0.008, -0.040, 0.026], [0.248, -0.177, 0.226], [-0.168, 0.018, -0.375], [-0.494, -0.698, 1.684], [-1.628, 0.083, 1.208], [-0.780, 0.052, -0.050], [0.174, 0.032, -0.104], [-0.889, -1.466, 1.385], [2.160, -0.427, -1.887], [0.081, -0.028, -0.021], [-0.169, -0.600, -0.202], [-0.207, 0.383, -0.042], [-2.126, 0.729, -0.876], [0.737, -0.175, -0.774], [-0.049, 0.008, 0.041], [-4.303, -5.208, 2.407], [3.568, -2.008, -4.176], [0.339, -0.224, 0.392], [0.200, -0.031, -0.028], [-0.010, -0.015, -0.048], [-0.030, -0.074, -0.196], [0.182, -0.010, -0.150], [1.166, -1.761, -1.233], [0.198, -0.089, 0.041], [1.789, -0.157, -1.448], [-0.340, -2.311, 0.196], [-0.024, -0.117, 0.148], [-0.032, 0.102, -0.064], [2.170, -0.429, -1.363], [0.739, -1.349, 1.685], [-1.290, 1.693, -1.354], [0.550, 1.315, 0.138], [-0.048, -0.010, -0.064], [2.183, -0.125, -0.834], [0.162, 1.717, -1.813], [-0.128, 0.644, 2.573], [-0.142, 0.022, 0.171], [-0.684, 0.362, -1.636], [-0.043, 0.052, -0.071], [1.069, -1.816, 0.397], [-0.489, 2.230, -1.041], [0.181, -0.106, 0.001], [-1.841, 0.820, -1.256], [0.051, 0.000, 0.171], [0.441, -1.993, -0.793], [1.337, 1.185, 2.010], [-0.018, -0.076, 0.028], [2.231, 1.084, -0.998], [-0.685, 2.125, 1.440], [-2.058, -2.414, -0.201], [0.139, -0.354, 2.590], [1.207, 1.479, 1.544], [0.036, 0.066, -0.217], [0.148, -0.142, 0.039], [-0.129, 0.177, 0.050], [-1.383, 0.517, 1.490], [-1.715, -0.612, 1.354], [2.080, -0.305, -1.605], [-1.452, 2.272, 0.085], [0.381, -1.884, 1.617], [0.100, -0.158, -0.085]], "charge": 1, "homo_energy_ev": -10.1, "e_above_lowest_kcal_mol": 271.68, "energy_ha": -3859.68320}